1.
# C4H9NO

An isolated molecule of C4H9NO (ωB97M-V/def2-TZVPD, the OMol25 dataset).

The geometry in XYZ format:
```
15
Properties=species:S:1:pos:R:3:forces:R:3:lowdin_charge:R:1
C 2.00782 0.88766 0.63067 0.15 -0.07 -0.06 0.007
C 1.09058 0.74905 -0.30990 -0.23 0.28 -0.17 -0.176
C -0.32974 1.21597 -0.16816 -0.05 -0.03 0.25 -0.256
O -1.29324 0.26364 -0.55835 -0.40 -0.68 0.69 -0.167
C -1.41903 -0.96786 0.25788 0.11 1.12 -0.98 -0.272
N -0.80757 -2.06028 -0.41107 0.13 -0.48 -0.36 0.023
H 3.03728 0.60838 0.47288 0.13 -0.07 -0.06 0.052
H 1.77202 1.32301 1.58700 -0.14 0.03 0.26 0.057
H 1.35054 0.37638 -1.29384 0.08 -0.19 -0.02 0.104
H -0.51324 1.54312 0.86659 0.08 0.06 -0.10 0.119
H -0.49675 2.07200 -0.83486 0.04 -0.10 0.16 0.126
H -0.99186 -0.85273 1.26104 -0.05 0.21 -0.21 0.124
H -2.50171 -1.11753 0.31343 0.24 -0.05 0.11 0.116
H 0.20380 -1.97952 -0.42698 -0.10 0.06 0.15 0.063
H -1.10890 -2.06128 -1.38634 0.00 -0.12 0.35 0.082
```
Positions in Å, forces in eV/Å.

Properties
SMILES string = C=CCOCN
Spin multiplicity = 1
Energy above the lowest of the compared OMol25 structures with the same formula, charge and spin = 195.4 kJ/mol

***

2.
# C4H9NO

An isolated molecule of C4H9NO (ωB97M-V/def2-TZVPD, the OMol25 dataset).

The geometry in XYZ format:
```
15
Properties=species:S:1:pos:R:3:forces:R:3:lowdin_charge:R:1
C -1.88928 -0.08104 -0.14943 -0.12 -0.01 0.03 -0.051
C -0.61400 0.74761 -0.07425 -0.09 -0.09 -0.22 -0.424
O -0.41222 1.28008 1.21535 0.07 -0.20 0.22 -0.032
C 0.55189 -0.11318 -0.50793 -0.28 -0.12 -0.09 -0.320
C 1.95117 0.10784 -0.13137 0.11 -1.17 0.64 -0.087
N 1.11738 -1.00495 0.47756 -0.01 -0.80 -0.30 0.005
H -2.73561 0.50130 0.21949 0.04 -0.08 -0.05 0.080
H -2.09585 -0.40103 -1.17793 0.02 0.07 0.15 0.080
H -1.77929 -0.97941 0.47078 -0.05 0.14 -0.07 0.084
H -0.67989 1.61391 -0.74505 0.01 -0.16 0.08 0.148
H -0.18207 0.52860 1.78261 0.02 0.11 -0.01 0.089
H 0.41968 -0.59324 -1.47650 0.03 0.41 -0.15 0.145
H 2.19845 0.41226 0.86090 0.81 2.37 -0.40 0.097
H 2.69198 -0.13258 -0.89885 -0.01 0.01 0.59 0.104
H 1.45766 -1.88617 0.13461 -0.56 -0.48 -0.42 0.082
```
Positions in Å, forces in eV/Å.

Properties
SMILES string = C[C@@H](O)[C@H]1CN1
Spin multiplicity = 1
Energy above the lowest of the compared OMol25 structures with the same formula, charge and spin = 255.9 kJ/mol

***

3.
# C4H9NO

An isolated molecule of C4H9NO (ωB97M-V/def2-TZVPD, the OMol25 dataset).

The geometry in XYZ format:
```
15
Properties=species:S:1:pos:R:3:forces:R:3:lowdin_charge:R:1
C -2.61483 -0.10444 -0.20630 -0.02 0.02 0.01 -0.076
C -1.29325 -0.63022 0.31754 -0.11 -0.17 -0.09 -0.246
O -0.56568 0.47893 0.86491 0.07 0.06 0.02 -0.070
C 0.72934 0.60031 0.54216 0.19 -0.06 -0.12 -0.270
N 1.37840 -0.21285 -0.16852 -0.22 0.22 0.21 -0.009
C 2.76806 0.12079 -0.43501 0.25 0.04 -0.05 -0.143
H -3.16932 0.40934 0.58475 0.06 -0.08 -0.10 0.076
H -2.44259 0.60594 -1.02156 -0.04 -0.12 0.11 0.079
H -3.22967 -0.92842 -0.58365 0.10 0.11 0.05 0.077
H -1.43603 -1.35809 1.12393 0.01 0.09 -0.11 0.122
H -0.69658 -1.09836 -0.46697 -0.10 0.05 0.08 0.101
H 1.13069 1.51947 0.98741 -0.01 -0.11 -0.09 0.145
H 3.15111 -0.53772 -1.21917 -0.06 0.12 0.12 0.067
H 3.39414 -0.02304 0.45449 -0.09 -0.03 -0.12 0.075
H 2.89620 1.15835 -0.77401 -0.03 -0.15 0.05 0.074
```
Positions in Å, forces in eV/Å.

Properties
SMILES string = CCO/C=N/C
Spin multiplicity = 1
Energy above the lowest of the compared OMol25 structures with the same formula, charge and spin = 144.4 kJ/mol

***

| no. | LUMO energy (eV) | E_tot (eV) |
| --- | --- | --- |
| 1 | 1.1 | -7830.2951 |
| 2 | 1.0 | -7829.6678 |
| 3 | 1.1 | -7830.8234 |